ORCA calculation (ωB97M-V/def2-TZVPD) on a molecular structure, C20H35IrN5OS4.

Structure (XYZ):
```
66
Properties=species:S:1:pos:R:3
H -8.0414 2.4572 -0.0013
H -1.4018 -4.6346 3.9424
C -0.5472 4.1279 1.4618
H 4.4651 1.0592 1.2881
N 0.4091 -2.9665 2.6797
H -0.6915 0.5884 -5.0613
C -0.8769 5.1693 0.4033
H -5.9735 -0.2226 -1.7304
H -1.3813 3.5551 1.8606
Ir -0.2562 0.0176 0.0289
H 2.2578 4.2206 -0.4293
H -5.8127 2.7512 -1.0507
H 0.2881 -2.1768 4.6069
H -5.0883 -0.0214 1.9189
C -0.1942 -0.2788 -4.6310
H 1.0621 6.1071 0.4646
H -6.0695 2.1964 1.4892
S 0.5563 2.9403 0.6686
C 2.0075 0.4458 4.0661
H -3.2554 -3.0979 3.5274
H -4.6459 0.8766 -2.1267
H 4.2662 0.2873 2.8631
C -6.3899 1.8448 -1.2533
H -6.2617 -0.7789 0.8313
H 1.1183 0.5690 4.6858
C -5.6976 0.1386 1.0312
H -1.5526 -3.5855 5.3512
C -0.2554 -0.2104 -3.1800
H 0.9113 3.7624 -1.4827
H 2.6491 1.3103 4.2460
S 2.0313 0.2059 -0.0904
O -0.4082 2.1159 -0.2147
C -3.5134 0.1851 -0.0140
C 0.4686 5.5123 -0.2326
H -7.3501 1.0998 1.9971
C 1.6248 0.3248 2.6107
C -7.3803 1.5984 -0.1169
H -2.4165 -2.2882 1.4176
C -6.6464 1.3161 1.1924
C 1.1732 4.1816 -0.5127
N -0.2889 -0.1529 -2.0404
C -5.4330 0.6721 -1.4033
H 0.8478 -0.2900 -4.9459
H 4.4313 -0.6918 1.3976
N -1.7949 -2.6291 2.1342
H 0.0202 4.5572 2.2921
H -0.6828 -1.1876 -4.9772
H 2.5444 -0.4360 4.4255
H -1.5460 4.7308 -0.3403
H -6.9133 1.9955 -2.1985
C 3.9970 0.2215 1.8098
H 0.8434 -3.8535 4.5088
S -0.1212 0.3766 2.3050
C -2.2420 -2.6999 3.5188
N -2.3742 0.0152 0.0657
C -0.5137 -2.6372 1.7930
C 2.5075 0.2412 1.6102
H 1.3597 -2.8531 2.3632
H -8.0169 0.7435 -0.3683
H -2.2527 -1.6939 3.9467
H -1.3720 6.0398 0.8322
H 0.3632 6.0927 -1.1483
S -0.0290 -2.3246 0.1485
C -1.2980 -3.6064 4.2927
N -4.8006 0.3810 -0.1082
C 0.1332 -3.1337 4.1053
```

Output
HOMO energy, Ha: -0.32000
Charge: +1
E_LUMO, eV: -1.9
Kohn-Sham gap, hartree: 0.24898
ΔE to the lowest compared entry with this formula, charge and spin, kJ/mol: 0.00

Results of the Mulliken charge analysis, in e, for atoms 1 through 6: atom 1 (H): 0.313, atom 2 (H): 0.313, atom 3 (C): -0.874, atom 4 (H): 0.291, atom 5 (N): -0.021, atom 6 (H): 0.303

---

ORCA calculation (ωB97M-V/def2-TZVPD) on a single C17H21BrN2OS molecule.

Structure (XYZ):
```
43
Properties=species:S:1:pos:R:3
C 1.7751 -2.2780 -0.7445
S 0.4906 -1.0370 1.0882
H -1.5887 -2.8219 -2.7609
C -2.6425 -1.9072 0.2579
H 0.1279 3.1228 0.0556
C 0.9716 1.8766 -1.4380
H -0.8795 -3.7497 0.5334
C 2.0771 -0.4996 0.6654
H -1.6164 3.8507 0.9226
H -1.8310 1.4325 2.8017
H -1.2298 3.0371 3.2417
N -1.7025 -2.2979 -0.7624
C -2.3398 -2.5013 -2.0368
C 0.7663 0.8031 -2.2773
C -1.4872 0.5038 -1.4097
C -1.2689 1.6213 -0.5669
C -0.4427 0.1310 -2.2537
H -2.0973 -1.7540 1.1911
H 1.9109 2.4085 -1.4330
H -0.3202 2.0263 2.1136
C -0.0463 2.2742 -0.5865
H 1.5475 0.4712 -2.9454
H -3.1968 0.1866 0.5595
H -2.5803 -0.7939 -3.4121
N -2.7354 -0.1305 -1.4442
C -0.6173 -3.1611 -0.3589
H -4.3824 -0.7384 -0.3660
H -3.4059 -2.6895 0.4312
H -0.5542 -0.7216 -2.9014
H -3.1223 -3.2816 -1.9890
H -3.1121 3.1953 1.6117
H 3.6253 -1.0738 -0.7117
C -2.9665 -1.1397 -2.4538
C 0.5838 -2.3032 -0.0895
H -0.3688 -3.8620 -1.1603
C -3.3129 -0.5845 -0.1951
Br 2.8247 0.9862 1.5282
C -2.1032 2.9342 1.2781
C -1.3176 2.3175 2.4327
H -4.0513 -1.2457 -2.5530
H 2.0354 -2.9753 -1.5207
C 2.6434 -1.2507 -0.3124
O -2.3216 2.0299 0.2157
```

Output
HOMO energy, Ha: -0.26867
E_LUMO, eV: 0.7
Kohn-Sham gap, hartree: 0.29352
SMILES: CCOc1ccccc1N1CCN(Cc2ccc(Br)s2)CC1
ΔE to the lowest compared entry with this formula, charge and spin, kJ/mol: 41.38

Results of the Mulliken charge analysis, in e, for atoms 1 through 6: atom 1 (C): -0.886, atom 2 (S): -0.141, atom 3 (H): 0.396, atom 4 (C): -0.894, atom 5 (H): 0.327, atom 6 (C): -1.102

---

ORCA calculation (ωB97M-V/def2-TZVPD) on 2 unconnected molecules or ions with the total composition C9H14O at a distorted geometry.

Structure (XYZ):
```
24
Properties=species:S:1:pos:R:3
H -1.1459 1.0176 1.8568
C 0.4952 -0.3385 1.3809
H -0.3891 -0.8048 3.0058
C 1.2152 2.3840 -1.8157
H 2.5299 -0.0888 -1.2439
H -1.2694 -1.7731 -0.2752
C -2.3371 -1.8609 -0.4005
C 1.7201 0.1835 -0.5722
H 0.3785 3.0772 -1.8080
H -0.7298 2.4355 -0.0926
C 1.6092 -0.5766 0.6363
H 2.0506 3.0444 -1.5156
C -0.0924 1.6095 0.1222
C 1.0181 1.3458 -0.7530
O 0.4811 -0.9668 2.6310
H -3.6159 -1.4931 -2.1059
H -2.8268 -0.9971 0.0195
H -1.9037 -1.4300 -2.4716
H 1.5528 1.9300 -2.7444
C -0.2818 0.8155 1.2345
H 2.3350 -1.2505 1.0921
H -2.5253 -2.7222 0.2770
C -2.6583 -1.9622 -1.8927
H -2.5473 -3.0553 -2.1505
```

Output
HOMO energy, Ha: -0.30926
E_LUMO, eV: 0.9
Kohn-Sham gap, hartree: 0.34274
SMILES: Cc1ccc(O)cc1.CC
ΔE to the lowest compared entry with this formula, charge and spin, kJ/mol: 108.48

Results of the Mulliken charge analysis, in e, for atoms 1 through 6: atom 1 (H): 0.280, atom 2 (C): 0.623, atom 3 (H): 0.299, atom 4 (C): -1.339, atom 5 (H): 0.385, atom 6 (H): 0.053

---

ORCA calculation (ωB97M-V/def2-TZVPD) on a gas-phase ion, C5H7N2O (charge +1) at a distorted geometry.

Structure (XYZ):
```
15
Properties=species:S:1:pos:R:3
C 0.1419 -1.2871 0.3083
C -2.8788 0.3918 -0.2832
C -1.7936 -0.3186 -0.0856
H 2.6690 1.1003 -0.2119
H 1.0375 -0.0306 1.5885
N -1.0498 -1.2942 0.0082
C 0.9005 0.0198 0.4698
H -2.9711 1.4099 -0.1780
H 1.9538 -0.3731 -1.2405
H -3.8250 -0.1090 -0.3824
C 2.1909 0.0639 -0.3039
O -0.0241 2.1242 -0.0700
N -0.1376 0.9570 0.1786
H 0.6783 -2.2140 0.1251
H 3.1082 -0.4404 0.0769
```

Output
HOMO energy, Ha: -0.53744
Charge: +1
E_LUMO, eV: -5.9
Kohn-Sham gap, hartree: 0.32191
SMILES: C=C=[N+]=C[C@@H](C)N=O
ΔE to the lowest compared entry with this formula, charge and spin, kJ/mol: 514.12

Results of the Mulliken charge analysis, in e, for atoms 1 through 6: atom 1 (C): -0.526, atom 2 (C): -0.825, atom 3 (C): 0.882, atom 4 (H): 0.346, atom 5 (H): 0.287, atom 6 (N): -0.212

---

ORCA calculation (ωB97M-V/def2-TZVPD) on 2 unconnected molecules or ions with the total composition C6H12O at a distorted geometry.

Structure (XYZ):
```
19
Properties=species:S:1:pos:R:3
C -0.7959 -1.5160 1.0524
H -0.4612 2.9051 0.0494
H 1.3496 0.6456 -1.5036
H -1.2326 -0.7089 -0.9312
H -1.5682 -1.0107 1.6651
H -1.6494 1.9169 -0.8405
H -1.7341 2.0219 0.9310
C -0.4754 -0.5746 -0.1455
H -1.2160 -2.4913 0.7743
H 0.8817 -1.5957 -1.1838
C -0.1749 0.8208 0.2150
H 1.7870 1.5594 0.9124
H 1.4580 -0.1437 1.4887
C 1.2112 0.6463 0.7806
H 0.0457 -1.6954 1.7254
C -1.0559 1.9921 0.0783
C 0.8568 0.2576 -0.5987
O 1.5757 -1.7353 -1.8498
H 1.1978 -1.2940 -2.6196
```

Output
HOMO energy, Ha: -0.34040
E_LUMO, eV: 0.9
Kohn-Sham gap, hartree: 0.37290
SMILES: C[C@@H]1[C@@H]2C[C@]12C.O
ΔE to the lowest compared entry with this formula, charge and spin, kJ/mol: 332.76

Results of the Mulliken charge analysis, in e, for atoms 1 through 6: atom 1 (C): -1.341, atom 2 (H): 0.353, atom 3 (H): 0.214, atom 4 (H): 0.442, atom 5 (H): 0.324, atom 6 (H): 0.318

---

ORCA calculation (ωB97M-V/def2-TZVPD) on 7 unconnected molecules or ions with the total composition C45H68O21.

Structure (XYZ):
```
134
Properties=species:S:1:pos:R:3
C -0.1685 4.4711 -4.7283
C 2.5852 -0.2570 2.8442
O 5.8010 5.7057 3.8176
C -1.6677 3.1426 -5.9036
C -4.3850 -2.8811 -6.7204
H -2.8640 2.5964 3.7661
C 7.1930 4.1706 7.4942
H 3.8483 -3.0134 2.0484
H 2.4645 2.1569 4.0878
H -7.5534 -0.1131 -10.4040
C -2.3476 -5.7054 -4.3036
C -4.1674 2.0044 1.4949
H -0.9107 4.6423 -3.9516
O -4.1661 1.2930 0.3698
H 0.9520 4.0126 3.5156
H 4.7295 3.9286 3.9091
H -0.1569 -4.1693 -2.4964
H 1.0417 -3.6040 0.5429
O -4.5218 3.1483 1.6158
C -1.9554 -3.8751 1.3502
C -5.9483 -0.8849 -8.5420
C -3.3969 -6.8137 -6.9659
H 7.6838 3.7927 8.3907
H -1.8346 -5.2832 -0.2493
H -4.8610 -1.1446 -5.5564
H -3.4313 1.0724 4.4784
H -6.3321 0.9299 -11.1631
O -1.7599 1.9878 -6.5504
O -2.5485 3.9535 -5.7616
C -3.0156 1.7531 -7.2047
C -0.0205 1.8135 1.1147
O 6.3101 2.0080 6.8191
H -1.0335 -2.9512 -0.3365
H -2.4606 -7.1237 -7.4312
H -4.6064 2.3215 4.0150
C 1.7761 2.0730 3.2637
H 0.4308 -3.5932 2.1731
C 4.5192 -3.4366 4.0423
H -6.2734 -1.9294 -6.2545
H 3.0473 -4.3983 2.8186
H 6.4211 -1.0454 9.0965
H -4.2276 -7.1996 -7.5564
C 0.0247 2.9906 1.8619
H -0.1594 5.3078 -5.4253
C -3.6589 1.8535 3.7587
C -3.4925 2.8614 -1.3935
H -0.6476 3.7974 1.6124
H -1.9084 -3.8794 -2.5273
H -2.3117 -2.6591 3.0954
H -3.8129 3.2965 -2.3403
H -3.3539 -2.5892 -6.9294
O 6.4956 1.4841 9.0122
H -3.4740 -8.4202 -5.5380
O 0.5564 -0.6041 -0.4315
O 3.7039 -0.1401 3.2602
C 3.8251 5.2546 2.4573
C 6.5660 1.1995 7.8443
C 1.1084 -1.7221 1.5611
O -2.3257 -6.9458 -4.7791
C -1.0451 -4.1687 -3.1227
O 6.1315 7.0905 5.4383
H -5.4855 2.5790 -0.5850
C 0.8087 -0.5230 0.7398
H -1.4135 -1.8874 0.9867
H 3.1223 5.7004 3.1614
H -3.2266 3.6720 -0.7151
C 5.0249 4.6798 3.1769
C 3.4287 -3.3919 2.9766
H 4.2067 -2.8767 4.9169
H 5.7018 4.2035 2.4709
H -3.4202 -6.8817 0.8140
H -3.8670 -4.2430 4.1475
O -0.4266 3.2506 -5.4238
C -1.0125 -2.8660 0.7471
C 5.3222 6.1364 4.9801
H -4.4250 -6.3598 3.0025
H 4.8078 8.3185 6.4592
C 5.6910 7.7108 6.6493
H -2.5936 2.2669 -1.5662
C -4.5934 1.9951 -0.8085
H 7.9103 4.1167 6.6740
C -2.2761 -5.0714 0.7141
H 5.2452 3.3586 7.9925
H -4.3890 -3.5406 -5.8532
C -6.4941 0.0031 -10.6200
C 1.7206 0.9012 2.5239
O -5.7339 0.1045 -9.4133
H 8.1542 -0.7249 8.8265
H -6.1406 -0.8353 -11.2179
H -0.9038 -3.4626 -3.9392
C -3.4770 -7.3320 -5.5461
O -3.7313 1.2161 2.4812
C 1.9654 -1.5879 2.5788
H -0.7030 1.7100 0.2887
H 5.6544 -1.9672 2.9588
H -3.4362 -5.7252 -6.9878
H 6.5055 8.3483 6.9806
O -3.2465 -4.9094 -4.4356
O -1.2001 -5.4918 -3.6499
H -3.0728 0.6768 -7.3284
H -3.8405 2.0563 -6.5612
C -2.5334 -3.5900 2.5906
H 5.4535 3.7654 6.2998
O 4.3238 5.7406 5.5284
H -4.7550 -3.4322 -7.5860
H 5.4722 6.9702 7.4143
C 0.4381 -3.0308 1.2422
C 5.9578 3.3563 7.1685
O -6.7301 -1.7872 -8.6859
H -4.3847 -6.9957 -5.0462
C 0.8306 0.7751 1.4652
H -2.2164 2.1614 -9.1593
H -3.9884 2.1670 -9.0710
H 6.4840 -2.5610 4.3922
H 6.4202 -3.5643 2.9694
H 0.8136 4.3645 -4.2767
C -3.1606 -5.9608 1.3159
C 7.2078 -0.9741 8.3490
H -4.8721 1.2159 -1.5154
C -3.7289 -5.6685 2.5515
O 2.3187 -2.5884 3.4179
H 7.3033 -1.9229 7.8287
H 6.9301 5.2138 7.6616
H -3.0560 3.5291 -8.4310
C -3.0747 2.4453 -8.5484
C -5.2342 -1.6610 -6.4396
O 6.8836 -0.0007 7.3551
O -5.1587 -0.6828 -7.4885
C -3.4160 -4.4768 3.1970
H 3.3090 4.4694 1.9054
H 4.6935 -4.4631 4.3559
H 4.1318 6.0341 1.7586
C 0.9136 3.1125 2.9215
C 5.8520 -2.8498 3.5594
```

Output
HOMO energy, Ha: -0.33372
E_LUMO, eV: -0.7
Kohn-Sham gap, hartree: 0.30701
SMILES: CCCOC1=C(CCc2ccccc2)C(=O)c2ccccc2C1=O.CCOC(=O)OC.CCOC(=O)OC.CCOC(=O)OC.CCOC(=O)OC.CCOC(=O)OC.CCOC(=O)OC

Results of the Mulliken charge analysis, in e, for atoms 1 through 6: atom 1 (C): -0.590, atom 2 (C): 0.178, atom 3 (O): -0.380, atom 4 (C): 0.767, atom 5 (C): -0.824, atom 6 (H): 0.264

---

ORCA calculation (ωB97M-V/def2-TZVPD) on a single C18H21NO5 molecule.

Structure (XYZ):
```
45
Properties=species:S:1:pos:R:3
H -3.0101 -4.9807 -0.5859
H 0.1041 5.1886 0.2152
O 4.4113 0.3556 -0.8235
H -2.1782 -2.8767 -1.0880
H 6.7470 -2.3112 1.0050
H -2.7942 -2.6487 1.3659
H -1.4056 5.1520 1.1443
C -3.3784 3.3050 -0.3486
N -0.9416 3.4077 0.0862
C 6.2587 -1.6975 0.2639
C 2.3624 1.8072 0.5632
H -4.2680 -5.7167 0.4315
H 6.6887 -0.7156 0.1382
C 1.4718 2.8568 0.4908
C -3.5540 -4.8981 0.3613
H -3.6087 -1.8703 -1.4823
H -3.6365 3.9073 0.5222
H -4.2641 -1.7617 0.8684
C 5.6507 -2.3431 -0.9278
O -4.3083 -3.7134 0.4411
C -2.6473 0.2357 -0.4722
H -4.1278 2.5321 -0.4878
C -2.0529 2.6668 -0.1691
O -2.0323 -0.9674 -0.4936
H -2.8382 -4.9679 1.1894
H -3.3760 3.9569 -1.2227
H 0.2983 -0.8257 -0.0598
H 3.4022 1.9945 0.7760
C -2.8540 -2.1005 -0.7231
C 4.0092 -0.5476 -0.1371
C -1.7163 1.3225 -0.2230
C -0.3049 1.2425 0.0207
C -3.5528 -2.5380 0.5752
O -3.8402 0.3586 -0.6509
C 0.6066 0.1947 0.0890
C 1.9282 0.4954 0.3558
H -1.4512 5.2991 -0.6230
H 5.6686 -1.7976 -1.8588
C 4.7564 -1.7945 0.1571
H 4.2284 -2.4847 0.7999
H 5.7071 -3.4155 -1.0329
C 0.1418 2.5714 0.2152
H 1.8174 3.8662 0.6526
O 2.8073 -0.5812 0.4679
C -0.9247 4.8377 0.2140
```

Output
HOMO energy, Ha: -0.29887
E_LUMO, eV: 0.7
Kohn-Sham gap, hartree: 0.32471
SMILES: COCCOC(=O)c1c(C)n(C)c2ccc(OC(=O)C3CC3)cc12
ΔE to the lowest compared entry with this formula, charge and spin, kJ/mol: 155.57

Results of the Mulliken charge analysis, in e, for atoms 1 through 6: atom 1 (H): 0.267, atom 2 (H): 0.349, atom 3 (O): -0.577, atom 4 (H): 0.354, atom 5 (H): 0.271, atom 6 (H): 0.328

---

ORCA calculation (ωB97M-V/def2-TZVPD) on a molecular structure, C27H55IN5OS2 at a distorted geometry.

Structure (XYZ):
```
91
Properties=species:S:1:pos:R:3
H 1.0357 -7.4635 2.0035
C 4.9645 -4.2023 3.8901
S -7.7508 4.4924 -3.9727
N -1.2895 1.2593 -1.8940
H -7.3694 6.0152 -2.0151
C -2.0181 3.6429 -1.8446
H 3.8717 -4.1717 3.9794
H -0.9095 5.5687 -1.7344
N -1.9551 0.8733 1.1698
H -4.0793 0.6199 0.5703
H 7.4507 -2.7946 3.9259
H -3.6947 5.5097 -3.1635
C 5.3486 -3.9479 2.4314
H 3.7773 -2.5246 1.9843
H 1.6938 -2.7632 0.0634
C -6.7210 5.4866 -2.7944
H 0.0382 4.1503 -0.9828
C 7.0858 -3.1291 4.9017
H -0.2910 -4.1646 -0.3850
H 5.1490 -2.2187 4.7220
H 1.4421 6.1869 -2.6147
I 0.0018 -0.2741 -1.4308
H 2.8448 -6.4026 -0.2308
H 5.2575 -5.2226 4.1585
C 1.6007 5.1855 -3.1321
H -3.8482 3.9027 -0.4386
H -0.4358 -5.5857 1.6059
N -10.9681 3.3868 -1.8319
H -1.0616 0.8963 -4.0957
H 2.3863 -3.9959 1.0985
C 7.7609 -4.4406 5.2786
C 4.8651 -2.6021 1.9090
H 4.6541 3.7599 -2.7208
H 1.8625 -7.8759 -0.3134
H 8.8470 -4.3169 5.2907
H -0.2502 -2.5140 1.6073
H 2.2198 3.3247 -1.8854
H -3.2280 -0.9287 1.2950
H -2.6545 5.2845 -0.4179
C 0.2517 -5.8693 0.8021
C 1.4302 -6.6332 1.4091
H -12.1693 2.2301 -3.4396
C 0.6303 -4.6268 -0.0093
C 1.4370 -3.5756 0.7551
O -10.1508 3.1226 -3.9656
C -4.1096 5.3470 -2.1145
H -5.4959 3.5921 -2.5569
H 3.6502 2.7855 -3.5601
H -4.2403 6.3909 -1.6452
H 0.4380 -3.7446 2.6825
C -0.6338 4.4536 -1.8571
S -2.6224 2.9076 -3.4755
C -5.5549 4.6402 -2.0790
C 2.3847 -7.1952 0.3642
H 5.3090 -1.7708 2.4615
H -5.9102 4.4542 -0.9957
H -2.8500 -0.3373 -0.3915
H -0.3129 -6.5472 0.1516
C 0.6813 -2.9847 1.9369
H 3.1868 4.9371 -1.5932
N -9.7760 4.0624 -1.8160
H 0.5144 3.2792 -3.4999
C 5.5584 -3.2170 4.9018
H 7.3891 -2.3612 5.6217
C -11.2597 2.8185 -3.1019
H 3.1896 -7.7527 0.8495
H -3.1584 1.9000 -1.3003
H -6.1951 6.3186 -3.3977
H 7.5283 -5.2351 4.5657
H 5.1415 -2.4848 0.8575
H -0.8999 2.6885 0.7912
C -1.9107 2.2203 0.5325
H 1.2896 -2.2216 2.4307
C -3.0869 0.0351 0.6787
H 6.4325 -4.0237 2.3014
C 2.6944 4.2455 -2.3677
N 3.7809 3.7654 -3.2774
H 5.2192 -3.5040 5.9037
H -0.3642 4.7523 -4.1390
H -2.1294 0.9796 2.1887
H 4.9101 -4.7399 1.8141
H 1.9836 -5.9943 2.1052
C 0.1996 4.3540 -3.2214
C -2.0704 2.2161 -1.0545
C -9.2729 3.8849 -3.1498
C -1.4822 1.4550 -3.1968
H 2.0030 5.2818 -4.2053
H 1.1962 -4.9281 -0.8954
H 7.4472 -4.7677 6.2738
H -2.7029 2.8707 1.0621
C -3.1511 4.5195 -1.1216
```

Output
HOMO energy, Ha: -0.38738
Charge: +1
E_LUMO, eV: -4.6
Kohn-Sham gap, hartree: 0.21887

Results of the Mulliken charge analysis, in e, for atoms 1 through 6: atom 1 (H): 0.381, atom 2 (C): -0.434, atom 3 (S): -0.141, atom 4 (N): -0.227, atom 5 (H): 0.427, atom 6 (C): 1.550